Record 1
22
Properties=species:S:1:pos:R:3:forces:R:3:lowdin_spin:R:1 method="wB97M-V/def2-TZVPD" multiplicity=2 e_tot_ha=-461.37441 relative_energy_kj_mol=106.1 total_charge=+1
H -0.3246 -1.8281 1.2927 0.1 -0.6 0.7 0.00
O -0.2316 -2.1189 2.2240 0.1 0.3 -0.7 0.00
C 0.9676 0.2646 -1.8280 -0.4 -0.5 0.9 0.01
C 1.0991 -0.9167 -0.7941 0.3 2.0 -0.8 0.00
H 0.1426 0.0756 -2.5190 0.1 -0.4 -0.2 0.00
C 0.6145 1.5882 -1.1087 -0.3 -1.0 -0.9 0.09
C -0.9236 1.8678 -1.1616 -0.3 0.3 1.7 0.14
H -0.2813 -2.0999 -1.4210 -0.4 -0.6 -0.3 0.00
H -1.2622 -0.0505 -0.5469 -0.2 0.6 -0.1 0.00
H -0.6496 0.8552 2.6785 0.2 -0.4 0.4 0.00
H -1.2169 2.7927 -0.6543 0.0 0.2 -0.6 0.01
O -0.1540 -1.5961 -0.6190 0.4 0.9 0.1 0.00
H 1.3496 -0.4055 0.1315 -0.1 -0.5 0.4 0.00
H 1.9563 -1.5231 -1.0632 -0.3 -0.7 0.0 0.00
H 0.2217 -2.9708 2.1712 -0.1 0.1 0.1 0.00
O -1.6334 0.9114 -0.4375 0.8 -1.0 -0.5 0.63
H -1.3029 1.8331 -2.2024 0.1 0.0 -0.2 0.08
H 0.4357 -0.2484 2.9298 -0.4 -0.4 0.1 0.00
O 0.2898 0.6982 2.8442 0.1 0.8 -0.6 0.02
H 0.7850 1.5041 -0.0351 0.5 0.4 0.0 0.00
H 1.8583 0.3170 -2.4488 0.1 0.3 0.2 0.00
H 1.1129 2.4208 -1.6027 -0.2 0.3 0.3 0.01


Record 2
71
Properties=species:S:1:pos:R:3:forces:R:3:mulliken_charge:R:1 method="wB97M-V/def2-TZVPD" multiplicity=1 e_tot_ha=-1425.82646 relative_energy_kj_mol=153.3 total_charge=+1 smiles="CN(C)c1ccc(C2([C@H](C=[N+]3CCCCC3)c3ccccc3)c3ccccc3-c3ccccc32)cc1"
C 0.9082 -4.5372 1.3616 0.4 -0.6 -0.1 -0.85
H 4.9295 3.4352 -0.6724 0.1 0.2 0.2 0.27
H -5.2090 -1.4215 -3.7976 0.1 0.1 0.1 0.32
C -5.6244 0.0213 -2.2718 0.3 0.0 0.5 -0.75
H -3.2363 -2.1911 -3.0835 0.2 0.3 0.3 0.33
H -3.2941 1.3825 3.7120 0.2 -0.2 0.0 0.44
C 2.4754 2.5567 2.3883 0.3 -0.3 -0.5 -1.09
C -1.8045 -1.0760 -0.9802 -1.5 -0.6 0.3 -1.17
N 4.4496 3.5419 1.3812 0.7 0.5 -0.3 0.08
C 3.4311 2.6333 1.3389 -0.3 -0.7 0.1 1.15
H 0.9879 -5.6382 1.3611 -0.1 0.7 0.0 0.38
H -5.8004 0.0235 -1.1890 -0.1 0.0 -0.1 0.31
H -2.9371 1.3509 -1.1814 0.1 -0.4 -0.2 0.31
H 6.1332 4.2489 0.3784 -0.1 -0.1 -0.2 0.33
H 4.0829 1.6260 -0.5049 -0.1 0.0 0.4 0.29
C 1.0190 0.6283 -2.4104 0.1 0.0 0.4 0.04
H 2.5910 3.2594 3.2180 -0.4 -0.4 -0.3 0.36
C 2.2163 0.4374 -3.1078 -0.2 0.4 -0.1 -0.67
H 2.5186 -2.9465 -2.7145 -0.3 0.7 -0.2 0.38
C 2.7896 -0.8266 -3.1697 0.3 -0.7 0.0 -0.56
C 2.3894 0.6565 0.3798 0.2 1.2 -0.4 -0.31
C -3.7645 -1.7650 -2.2184 -0.6 -1.1 0.0 -0.54
C -0.3297 -2.5358 1.7461 0.3 -0.2 -0.4 -0.39
H 3.7751 -0.9886 -3.6357 -0.6 0.2 0.3 0.39
H 4.6346 5.0802 -0.0602 0.0 -0.1 0.0 0.31
C 0.7159 -1.7692 1.1761 -0.9 0.0 0.1 -0.03
H -1.2704 1.7968 2.2579 -0.3 -0.5 0.3 0.65
C -1.3448 -1.6199 2.2764 0.5 0.8 -0.4 -0.04
C -5.1827 -1.3689 -2.7047 -0.1 0.0 -0.1 -0.69
H -4.4719 1.2028 -3.6726 0.0 -0.2 0.2 0.33
H 0.2612 -2.6046 -1.6816 0.8 0.5 0.0 0.20
H 5.7504 4.7763 2.4145 -0.3 -0.1 0.2 0.31
C 0.1961 -0.3178 0.9435 0.0 -1.7 2.3 3.02
H -4.8268 2.0179 -2.1785 0.1 -0.2 0.0 0.39
H 5.0241 3.4732 3.4059 -0.1 0.3 -0.3 0.37
C -0.5876 -0.2910 -0.5518 0.6 3.7 -0.5 0.78
C -3.1719 -0.7785 3.5617 0.3 1.1 -0.1 -0.86
C 5.0669 4.1007 0.1841 -0.2 -0.2 0.1 -0.92
H -5.9048 -2.1271 -2.3663 0.3 0.2 0.0 0.34
C 3.3606 1.6577 0.3118 -0.4 -0.5 0.4 -1.46
H -2.7727 -2.8949 3.2322 0.1 0.5 0.0 0.42
C -4.5354 1.0437 -2.5891 -0.3 0.1 -0.2 -0.80
C -2.7276 0.5451 3.3109 -0.3 -1.0 0.1 -1.01
H -0.8629 0.8122 -0.5221 0.1 -1.2 -0.4 0.57
C 0.4334 -0.4502 -1.7181 -0.8 -0.1 -0.5 -0.11
H -6.5686 0.2966 -2.7574 0.3 -0.1 0.1 0.38
H 2.8111 -1.7906 0.6345 -0.2 -0.2 0.0 0.54
C 4.8293 4.2127 2.6054 -0.3 -0.2 0.4 -1.07
H 2.9354 -4.2563 0.6228 -0.4 0.1 0.4 0.46
C -3.1391 0.6889 -2.0358 0.0 1.1 0.0 -0.27
H 2.7356 1.2954 -3.5624 -0.4 -0.5 0.2 0.41
C 0.8530 -1.7380 -2.0365 0.5 -0.7 0.5 0.21
H -2.4019 0.9177 -2.8183 0.0 -0.2 0.3 0.25
C 1.3319 0.6779 1.2958 -0.2 0.4 -1.3 -0.06
H 4.0478 4.9022 2.9660 0.3 0.0 -0.1 0.33
H 2.3659 -0.1028 -0.3871 0.3 0.1 0.0 -0.14
C -0.9360 -0.2913 1.9857 0.1 -1.4 -1.0 -0.83
H 0.5887 1.6300 -2.3374 0.2 -0.3 0.2 0.39
H -1.7788 -2.1731 -0.8322 0.1 0.6 0.0 0.37
C 1.4224 1.6336 2.3353 -0.1 0.1 -0.3 -0.61
N -2.9273 -0.6978 -1.6004 2.4 -0.5 0.5 0.44
C 1.9331 -2.3650 0.9212 0.0 -0.7 -0.6 0.10
C 2.0083 -3.7758 0.9579 -0.1 0.4 0.1 -0.82
H -1.1094 -4.4851 2.1836 0.1 -0.1 0.1 0.49
H -4.0479 -0.9394 4.1936 0.3 0.0 -0.3 0.41
C -2.4637 -1.8616 3.0335 -0.5 -0.4 0.4 -0.31
C -1.5920 0.7745 2.5149 -0.9 1.1 -0.1 -0.26
H 0.6663 1.7344 3.1084 0.1 -0.3 -0.1 0.70
C -0.2628 -3.9227 1.8094 0.2 0.5 -0.2 -0.62
H -3.8724 -2.5947 -1.4935 0.3 0.6 -0.1 0.40
C 2.0906 -1.9293 -2.6651 -0.1 -0.2 -0.2 -0.70


Record 3
42
Properties=species:S:1:pos:R:3:forces:R:3:mulliken_charge:R:1 method="wB97M-V/def2-TZVPD" multiplicity=1 e_tot_ha=-5208.61563 relative_energy_kj_mol=0.0 total_charge=-1
H 0.3390 -3.0342 -0.5576 0.0 0.0 0.0 0.34
H 4.9235 3.7479 -0.9547 0.0 0.0 0.0 0.39
H -1.1857 -3.1716 -1.4567 0.0 0.0 0.0 0.34
O -2.5082 -0.1914 0.4827 0.0 -0.2 0.1 -0.73
C -0.7751 -1.2313 2.6663 -0.1 -0.1 -0.1 -0.38
N 0.0033 -1.4938 -1.8950 -0.1 -0.1 -0.1 0.16
C -2.8570 -1.7419 3.7766 0.0 0.0 0.0 -0.96
H -6.0936 -1.3719 2.9032 0.0 0.0 0.0 0.41
C -4.2178 -1.7973 3.8770 0.0 0.0 0.0 0.27
H -1.0290 -2.0026 -0.1252 0.0 0.0 0.0 -0.05
S -0.1125 0.1084 -3.9979 -0.1 -0.1 0.1 -0.40
C -2.9992 -0.6930 1.5302 0.1 0.1 -0.1 -0.36
N 3.0747 -0.9489 -1.8457 -0.1 0.0 -0.1 -0.42
H 2.5627 3.1010 -0.3292 0.0 0.0 0.0 -0.12
C 4.8832 0.5306 -1.9766 0.1 -0.1 0.1 1.02
C -0.5066 -2.4775 -0.9543 0.0 0.0 0.0 -0.61
Se 4.4051 -1.8197 -2.6147 0.1 -0.2 0.0 0.22
H -2.6051 -0.0064 -2.9177 0.0 0.0 0.0 0.24
N 5.5493 -0.4692 -2.5140 0.0 0.2 -0.1 -0.85
C -5.0157 -1.3230 2.8281 0.0 0.0 0.0 -0.68
C 4.5855 2.7418 -1.1629 -0.1 0.0 0.0 -0.59
H -0.0955 4.5044 1.1349 0.0 0.0 0.0 0.19
N 2.7096 1.2152 -1.0187 0.1 -0.3 0.0 0.12
C -2.2326 -1.2086 2.6365 0.1 0.0 0.0 1.48
Cl 0.1731 4.2724 -1.1960 -0.1 0.1 -0.3 -0.32
H 1.5490 4.7538 0.6440 -0.1 0.0 0.0 0.12
H 0.9922 -1.4528 -2.0938 0.1 -0.1 0.0 0.13
O 0.0106 -0.8401 1.8242 0.0 0.0 0.0 -0.49
N -2.0736 -0.6559 -2.3623 -0.2 -0.1 -0.1 -0.32
Cl -4.9922 -2.4612 5.2996 0.0 0.0 0.0 -0.27
C 0.7223 4.0280 0.5788 0.2 0.0 0.3 -1.05
H -2.3811 -0.7780 -1.3959 0.0 0.0 0.0 0.25
H -0.3750 -1.6997 3.5919 0.0 0.1 0.0 0.22
C 3.2263 2.3844 -0.8144 0.0 0.0 0.0 0.32
H -2.2410 -2.1121 4.5882 0.0 0.0 0.0 0.31
Rb -0.1365 1.1804 -0.2802 -0.1 0.3 0.2 1.01
C 3.5120 0.2667 -1.5962 0.0 0.2 0.0 0.03
C -4.4284 -0.8002 1.7117 0.0 0.0 0.0 0.36
C -0.7674 -0.7367 -2.6943 0.1 0.1 0.0 0.01
C 5.4099 1.8406 -1.7321 0.0 0.0 0.0 -0.53
H 6.4313 2.0730 -2.0021 0.0 0.0 0.0 0.43
Cl -5.4341 -0.2296 0.4141 0.0 0.0 0.0 -0.24


Record 4
81
Properties=species:S:1:pos:R:3:forces:R:3:mulliken_charge:R:1 method="wB97M-V/def2-TZVPD" multiplicity=1 e_tot_ha=-3869.96149 relative_energy_kj_mol=44.0 total_charge=+2
H 4.3684 0.3683 3.5501 -0.3 -0.1 1.2 0.36
H 4.2737 -1.8210 -3.2639 -0.2 -1.2 -0.7 0.30
C 0.8565 -2.1207 3.4808 0.5 -2.2 2.2 -0.26
H -4.8268 1.2022 -1.2880 -1.2 0.4 -0.3 0.53
H -3.0423 -4.1330 -1.2992 0.9 -0.1 -0.6 0.19
H 4.2566 -0.8652 2.2589 0.6 0.5 0.3 0.37
C -1.3067 -0.6768 -3.6084 1.5 1.0 0.1 -0.34
H -3.1005 -0.0583 -1.0939 0.4 -0.9 -0.4 0.05
H 1.1258 -0.2089 -3.3248 0.0 -0.8 -0.6 0.54
N 0.7073 0.7132 -3.3831 -1.3 0.9 1.9 0.53
C 2.3804 1.7783 2.7869 1.3 1.2 0.6 -0.86
H 0.5787 -0.0629 3.7001 0.2 0.1 -0.2 0.47
H -0.3589 -3.5635 -4.7039 -0.7 0.1 0.6 0.28
C -0.6798 0.7119 -3.9462 -1.5 0.0 1.5 -0.54
H -1.2990 -0.7091 -2.5188 -0.8 -0.2 0.4 0.19
C -4.0428 1.6564 -0.7255 -0.3 0.1 0.6 -0.62
H 2.2198 -0.5016 4.1885 -0.9 -0.9 -0.7 0.33
H 2.3792 1.6406 0.2552 0.2 -0.3 -0.4 -0.25
C 0.7028 -2.4882 5.0400 -1.0 0.2 -1.6 -1.22
H 0.3549 -1.5592 5.4787 -0.4 -0.1 0.5 0.36
C -3.6568 -1.8493 0.9670 0.3 0.4 0.9 -0.27
H -1.8500 -3.1603 -3.6210 0.2 0.4 -0.8 0.27
O -5.4400 1.9397 1.1843 0.3 0.2 0.6 -0.27
C 1.9300 -0.4833 2.0179 -1.1 1.6 -0.1 -0.58
H 0.5629 0.9607 -2.3380 0.2 -0.1 -1.1 -0.44
O 3.1310 -0.1669 -3.4605 0.1 -0.4 1.2 -0.38
O -3.3655 -2.3991 -0.2899 0.1 0.7 -0.4 -0.32
H -0.0880 -2.1256 2.9194 0.1 -0.4 0.3 0.11
H -0.0537 -3.2923 5.1967 0.8 0.6 0.1 0.36
H 6.0835 0.5260 1.2828 1.3 -1.2 -0.3 0.39
H -5.4817 3.3310 2.8234 1.2 -0.3 0.3 0.37
H 1.1561 -0.0351 1.3873 -0.4 -0.7 0.0 -0.06
H 5.2319 -0.3528 -3.2783 -0.6 -0.1 0.1 0.33
H -2.3634 0.8337 0.1424 -1.2 -1.1 -0.7 -0.26
C 4.2892 -0.8241 -2.9306 0.6 1.4 0.6 -0.65
H -0.3004 -3.3758 -2.8964 0.0 0.1 -0.6 0.29
H 4.4844 2.8516 0.8260 -0.4 0.7 0.3 0.50
C 1.3959 -0.7422 3.4375 1.7 1.0 -0.4 -0.60
H 1.5301 2.6284 -3.6790 -0.6 0.6 0.2 0.37
H 1.6648 -2.7034 5.5149 -0.2 -0.3 -0.3 0.32
H -6.7774 2.2049 2.7198 -0.4 -0.5 -0.1 0.28
C -0.7779 -3.0206 -3.8336 1.3 0.4 0.6 -0.72
C 3.2508 1.0697 0.5910 -1.6 -0.7 -0.8 0.16
H 4.3162 -0.8891 -1.8213 -0.3 0.4 -0.5 0.17
H -5.1125 -0.4552 0.3289 -0.5 0.1 -0.4 0.44
H 3.1801 1.8294 -2.4619 0.1 -1.3 0.2 0.07
H 2.3026 -1.3790 1.5161 0.4 0.3 0.2 0.45
C 1.6928 1.6129 -3.9732 1.1 0.3 1.3 -0.87
N 2.9167 0.6593 1.9826 0.8 -1.1 1.1 0.42
H -3.4259 -4.3277 0.4186 -0.2 0.2 -0.9 0.34
H 5.7478 1.7846 2.4755 0.1 -0.4 -0.5 0.30
O -0.3522 -1.6236 -4.0396 -1.2 -1.0 -0.2 -0.45
H -0.7221 0.8811 -4.9995 0.5 0.2 -0.7 0.37
C 4.5210 1.7988 0.6558 1.7 -0.3 -0.2 -0.80
C 5.3250 1.0576 1.7585 -1.7 1.5 1.0 -0.66
H -4.6533 -3.9885 -0.8356 -0.9 0.4 0.1 0.35
H -6.5938 3.5908 1.6302 -0.6 0.0 -0.5 0.34
C -3.6557 -3.7533 -0.5180 0.4 -1.2 1.9 -0.78
H -2.8090 -1.8134 1.6957 0.0 -0.4 -0.8 0.03
C -4.1188 -0.4286 0.7312 0.0 1.4 0.7 -0.68
H 3.4129 0.1267 -0.0205 -0.6 1.0 0.8 -0.07
H 1.5448 -2.9045 3.0723 -0.5 0.8 -0.1 0.35
H -3.3986 2.1694 -1.4210 0.4 0.3 -0.1 0.31
H 3.1069 2.6213 2.7685 -0.6 -0.6 -0.1 0.41
H -4.1913 0.1879 1.6682 0.2 -0.9 -0.9 0.42
H 2.1908 1.5149 3.8173 0.6 -0.4 0.2 0.41
H 1.6805 1.5804 -5.0200 -0.2 -0.5 -1.5 0.46
H -2.2939 -0.7912 -4.0694 0.1 0.0 0.2 0.61
C -4.4761 2.5952 0.4105 0.5 -0.1 -0.7 -0.63
H 5.0133 1.6751 -0.3066 0.2 0.1 -0.1 0.39
C -6.0873 2.7743 2.1281 -0.4 0.9 -0.2 -0.89
H -3.5492 2.9218 0.9406 -0.5 -0.4 0.2 0.31
Br -0.2436 1.5625 -0.1597 -0.1 0.0 -0.4 -0.73
H -4.8815 3.5196 -0.0155 -0.1 -0.1 -0.2 0.52
H 1.4185 2.0874 2.4817 -0.9 0.4 -1.2 0.32
C 4.2646 0.2082 2.5127 0.5 -0.5 -1.7 -0.53
H -1.2599 1.5531 -3.4144 0.9 -1.3 -0.8 0.25
N -3.3102 0.4495 -0.2589 1.2 0.5 2.4 0.60
H 3.7945 1.6125 -4.0585 1.2 0.8 -0.9 0.58
C 3.0647 1.2390 -3.4028 -0.8 0.2 0.0 -0.19
H -4.4618 -2.3761 1.5372 0.3 0.3 -0.7 0.48


Record 5
7
Properties=species:S:1:pos:R:3:forces:R:3:mulliken_charge:R:1 method="wB97M-V/def2-TZVPD" multiplicity=1 e_tot_ha=-618.04685 relative_energy_kj_mol=316.6 total_charge=+1
H 0.4558 1.0510 1.2888 -0.4 0.6 0.4 0.38
C -0.2798 -0.2010 -0.2869 -0.3 1.2 0.8 0.21
F 2.7209 1.5792 -0.6372 -0.5 -4.1 3.1 -0.42
P 2.5107 -0.1048 0.6947 0.1 3.8 -3.2 0.86
F 2.6877 -1.2942 -0.2441 0.0 0.2 -0.2 -0.07
H -1.1111 -0.4084 -0.9112 -0.1 -0.8 -0.8 0.42
C 0.4961 0.3353 0.4965 1.2 -0.8 -0.1 -0.38